The following is a DFT calculation (the ωB97M-V functional and the def2-TZVPD basis) of 10 unconnected molecules or ions with the total composition C38H93N3O7S4.

## Properties
HOMO energy	-8.16	eV
E_LUMO	0.246	eV
total charge	0
M	832.444	g/mol
orbital gap	8.4	eV
total energy	-103050.1927	eV

Structure (XYZ):
```
145
Properties=species:S:1:pos:R:3:forces:R:3
C -1.292 5.935 -0.019 0.4 -1.0 -0.8
S -2.553 5.806 -1.280 -1.7 1.0 -0.3
O -2.116 6.430 -2.580 0.5 -0.7 0.8
C -2.486 4.027 -1.362 -0.1 0.2 -0.1
H -1.186 6.933 0.353 0.0 0.5 0.2
H -0.424 5.584 -0.559 0.8 0.2 0.1
H -1.490 5.180 0.742 -0.2 0.3 0.1
H -1.471 3.731 -1.553 0.5 -0.4 -0.3
H -3.208 3.641 -2.068 0.1 0.1 -0.5
H -2.806 3.665 -0.402 0.0 -0.1 0.6
C -0.193 -5.552 -3.696 -1.3 1.3 0.2
S 0.210 -4.193 -2.527 -0.5 -0.1 -0.3
O 1.076 -3.245 -3.281 0.2 0.0 0.0
C -1.396 -3.306 -2.513 1.3 0.0 -0.4
H 0.709 -5.705 -4.278 0.0 -0.4 0.1
H -1.022 -5.165 -4.348 0.8 -0.5 0.4
H -0.555 -6.385 -3.081 0.3 -0.1 -0.4
H -1.105 -2.462 -1.902 -0.2 0.5 0.1
H -2.193 -3.815 -2.008 -0.5 -0.5 0.0
H -1.578 -2.972 -3.552 -0.1 -0.4 0.6
C 2.668 3.690 -4.214 -0.1 -0.2 -0.4
S 1.113 4.218 -3.422 0.2 -1.9 1.0
O 1.240 4.064 -1.913 0.0 0.1 -1.1
C 1.206 5.891 -3.787 -0.2 2.0 -1.4
H 2.859 2.652 -3.998 -0.5 -0.6 0.1
H 3.558 4.165 -3.845 0.2 0.9 0.2
H 2.581 3.791 -5.312 -0.1 0.1 0.6
H 1.305 6.031 -4.892 0.1 -0.2 0.8
H 1.986 6.422 -3.264 0.5 -0.1 0.2
H 0.273 6.379 -3.528 -0.4 -0.2 0.2
C -5.736 -1.172 1.700 1.3 -0.2 -1.2
S -3.893 -1.072 1.485 -0.5 -2.0 0.3
O -3.490 -2.264 2.334 0.4 0.9 -0.1
C -3.719 -1.708 -0.239 -1.3 0.3 0.8
H -5.879 -0.826 2.719 -0.4 -0.3 0.0
H -5.999 -2.203 1.443 0.1 0.0 0.7
H -6.225 -0.572 0.952 -0.3 0.7 0.0
H -2.845 -1.225 -0.643 0.2 -0.1 -0.2
H -4.647 -1.414 -0.723 0.1 0.2 -0.5
H -3.708 -2.805 -0.230 0.3 0.3 0.3
C -2.071 -5.389 1.565 -0.8 0.6 0.0
C -2.362 -5.317 3.087 0.3 -1.0 0.6
C -1.107 -4.558 3.573 -0.9 -0.4 1.9
O -0.035 -4.933 2.768 0.0 -0.6 -1.3
C -0.586 -4.942 1.445 -0.6 0.9 -0.3
H -2.731 -4.650 1.072 0.4 -0.2 0.1
H -2.300 -6.342 1.098 0.2 -0.3 0.2
H -2.377 -6.329 3.557 0.3 0.5 -0.5
H -3.321 -4.886 3.453 0.7 0.2 -0.8
H -0.868 -4.837 4.634 -0.1 0.5 -0.9
H -1.285 -3.493 3.464 -0.1 0.4 0.2
H 0.056 -5.487 0.748 -0.1 -0.2 0.4
H -0.662 -3.901 1.042 0.5 -0.3 0.4
C 3.572 1.249 -0.822 0.6 -0.5 -1.0
C 3.932 2.086 0.376 0.3 0.1 1.0
C 5.470 2.353 0.264 -1.2 -1.7 0.2
O 5.648 2.370 -1.136 0.6 -0.3 0.1
C 4.911 1.239 -1.586 -0.4 0.2 -1.0
H 2.756 1.595 -1.463 0.1 0.3 0.4
H 3.341 0.231 -0.509 -0.2 -0.1 -0.1
H 3.778 1.436 1.226 -0.3 0.4 0.7
H 3.320 2.982 0.414 0.1 0.2 0.3
H 5.994 1.451 0.719 -0.3 0.9 -0.5
H 5.826 3.232 0.777 0.1 0.5 -0.3
H 5.405 0.276 -1.364 0.3 0.4 -0.2
H 4.783 1.389 -2.674 0.2 -0.4 0.5
C 0.011 1.839 0.939 0.3 1.4 -1.0
C 0.654 0.633 1.515 0.7 -0.7 0.7
C 0.161 -0.490 0.650 -1.3 -0.8 0.1
O -1.217 -0.146 0.445 -0.4 1.2 -0.2
C -1.352 1.332 0.480 0.4 -1.6 1.8
H 0.632 2.214 0.086 -0.7 -0.1 0.5
H -0.006 2.636 1.701 -0.3 -0.1 -0.4
H 0.380 0.557 2.545 -0.4 -0.6 0.7
H 1.709 0.753 1.534 1.1 -0.1 -0.2
H 0.100 -1.552 1.017 0.6 1.2 0.0
H 0.635 -0.442 -0.321 0.6 -0.3 -0.4
H -2.129 1.521 1.230 0.0 0.1 -0.2
H -1.643 1.670 -0.473 -0.3 0.4 -1.1
C 3.414 -4.304 4.393 0.5 -0.4 1.2
C 3.049 -3.559 3.144 -2.3 -1.1 -0.2
N 4.074 -3.121 2.278 1.0 2.3 -1.4
C 3.523 -2.240 1.200 1.1 -1.7 -1.0
C 2.634 -2.948 0.173 -0.4 -0.4 0.6
C 5.239 -2.448 2.921 -1.7 0.3 -0.2
C 6.461 -2.490 2.037 -1.1 -1.0 -1.5
H 3.563 -3.624 5.241 -0.1 -0.2 0.0
H 4.305 -4.925 4.343 0.4 0.1 -0.4
H 2.650 -5.051 4.648 -0.2 0.6 0.0
H 2.463 -4.294 2.558 0.0 0.5 0.1
H 2.302 -2.777 3.428 0.4 0.0 -0.1
H 3.079 -1.282 1.498 -0.2 -0.2 0.6
H 4.369 -1.981 0.573 0.5 0.4 0.2
H 1.654 -3.185 0.537 -0.8 0.2 0.4
H 2.537 -2.356 -0.704 -0.3 0.9 -0.7
H 2.946 -3.895 -0.241 1.0 -0.4 0.4
H 5.355 -3.044 3.796 0.7 -0.2 0.8
H 4.971 -1.412 3.260 0.2 -0.5 -0.2
H 6.487 -3.539 1.620 0.3 1.1 0.2
H 7.346 -2.295 2.574 1.1 0.2 0.7
H 6.413 -1.761 1.202 0.0 -0.5 0.4
C -1.124 0.635 -2.771 -0.8 1.8 0.8
C -0.596 -0.233 -3.845 0.5 -1.2 -1.4
N -0.126 0.513 -5.057 0.6 -0.6 1.1
C 0.790 -0.211 -5.958 -0.2 0.8 -0.1
C 2.094 -0.631 -5.342 0.0 -0.3 1.8
C -1.255 0.994 -5.774 -2.6 0.8 -0.3
C -0.951 2.030 -6.875 0.7 -2.1 -0.5
H -2.133 1.051 -2.954 0.3 -0.2 -0.3
H -0.500 1.543 -2.650 0.0 -0.6 0.3
H -1.265 0.101 -1.829 0.5 0.0 -0.1
H 0.209 -0.872 -3.450 0.0 0.4 -0.3
H -1.405 -0.965 -4.096 0.4 0.3 -0.3
H 0.274 -1.037 -6.452 -0.1 -0.3 -0.1
H 1.079 0.504 -6.738 -0.4 -0.1 0.0
H 2.798 -0.929 -6.140 -0.3 -0.1 0.7
H 2.493 0.247 -4.781 0.0 -0.5 -0.5
H 1.919 -1.418 -4.546 0.6 0.5 -1.2
H -2.012 1.416 -5.053 1.0 0.1 -0.5
H -1.872 0.165 -6.182 0.4 -0.2 -0.3
H -0.363 2.785 -6.438 0.8 1.2 0.4
H -1.772 2.459 -7.403 -1.1 0.2 0.2
H -0.381 1.551 -7.702 -0.1 0.3 0.6
C -1.691 0.094 4.545 -0.7 1.3 -2.7
C -2.481 1.055 5.363 -3.0 -0.1 1.3
N -3.093 2.125 4.522 1.9 0.9 -0.3
C -2.180 3.380 4.479 -3.3 -0.3 -0.4
C -2.566 4.242 3.223 0.1 0.6 0.7
C -4.494 2.459 4.708 -1.0 -0.1 1.8
C -5.371 2.221 3.512 -0.7 1.3 -0.4
H -2.259 -0.645 3.952 -0.3 0.6 0.2
H -1.000 -0.479 5.030 2.0 -1.3 1.9
H -1.134 0.721 3.826 -0.1 -0.4 0.1
H -3.345 0.465 5.860 1.1 1.0 -0.7
H -1.950 1.519 6.217 0.2 -0.3 -0.4
H -2.341 3.862 5.452 0.1 0.5 -0.2
H -1.147 3.174 4.403 1.0 -1.0 -0.1
H -1.714 4.929 2.921 -1.2 -0.6 0.6
H -2.698 3.519 2.427 0.0 -0.1 -0.4
H -3.553 4.800 3.308 1.4 -0.5 0.1
H -4.699 3.507 5.045 0.7 -0.5 -0.1
H -4.943 1.831 5.511 0.6 0.3 -0.1
H -5.307 1.238 3.151 -0.3 -1.7 0.1
H -4.922 2.726 2.690 0.1 1.0 -0.9
H -6.439 2.571 3.625 1.2 -0.5 0.0
```
Forces are in eV/Å.

Here are the Löwdin charges for atoms 1 to 2, given in e:
1 C -0.242
2 S 0.822